No. 1
Here is one molecule with the formula C3H6N4O from the OMol25 dataset. Energies are from ωB97M-V with the def2-TZVPD basis set.

Properties
SMILES: [H]/N=C\NC(=O)N/C=N/[H]
relative energy (zero: lowest compared OMol25 entry of this formula, charge and spin): 95.24 kcal per mole
HOMO-LUMO gap: 10.251 eV

```
! RIJCOSX wB97M-V def2-TZVPD def2/J DEFGRID3
* xyz 0 1
C -2.14141 -0.09088 0.15226
C 0.27785 0.97630 -0.09983
C 2.34503 -0.07196 0.05374
H -3.10242 -1.81754 0.03083
H -3.01023 0.56387 0.31173
H -1.46305 2.00345 -0.21252
H 0.15098 -1.03800 -0.40643
H 2.65980 0.87791 0.55832
H 2.80144 -1.94028 -0.17900
N -2.01369 -1.37516 -0.23228
N -1.23764 0.93988 0.29227
N 0.87836 -0.21108 -0.13904
N 3.13104 -0.89645 0.11407
O 0.72395 2.07993 -0.24412
*
```



No. 2
Here is a 2-piece molecular cluster, C3H10N2 overall from the OMol25 dataset. Energies are from ωB97M-V with the def2-TZVPD basis set.

Properties
relative energy (zero: lowest compared OMol25 entry of this formula, charge and spin): 190.66 kcal per mole
HOMO-LUMO gap: 4.963 eV

```
! RIJCOSX wB97M-V def2-TZVPD def2/J DEFGRID3
* xyz 0 1
N -1.29819 0.25128 1.54002
C -0.85459 -0.65830 0.60015
C 0.55403 -1.26180 0.70702
C 0.96848 1.42863 -0.98791
N 0.52546 0.21275 -1.80550
H -2.02539 -0.24223 2.08317
H -1.00249 -0.22027 -0.48206
H -1.38620 -1.60749 0.58280
H 0.80758 -2.31718 0.74055
H 0.75981 -1.04798 1.79547
H 1.26272 -0.71534 0.09693
H 0.09923 1.11503 -0.42696
H 1.93821 1.26752 -0.51349
H 0.86203 2.49607 -1.17199
H 0.16584 0.70941 -2.63497
*
```



Number 1: HOMO level -9.75 eV, strongest force on any atom 0.276 hartree/bohr. Number 2: HOMO level -7.61 eV, strongest force on any atom 0.076 hartree/bohr.